C51H52CuN5O2Se | the ωB97M-V functional and the def2-TZVPD basis

Each line ends with the Mulliken charge.
Cartesian coordinates (Å):
1 Cu -2.922 -19.863 -6.525  -2.129
2 C -4.576 -18.287 -9.835  -1.355
3 C -4.629 -19.818 -9.542  1.448
4 C -5.026 -20.626 -10.779  -1.768
5 C -5.622 -20.142 -8.450  0.877
6 C -6.878 -19.612 -8.461  -0.020
7 C -7.832 -19.998 -7.516  -1.540
8 C -7.494 -20.951 -6.595  -0.861
9 C -6.189 -21.494 -6.522  0.125
10 C -5.944 -22.425 -5.340  0.738
11 C -4.686 -23.269 -5.310  -1.823
12 C -6.002 -21.612 -4.019  -1.532
13 C -5.235 -21.016 -7.425  0.277
14 N -3.855 -21.334 -7.358  1.894
15 C -3.480 -22.384 -8.074  -0.465
16 O -4.263 -23.152 -8.669  -0.800
17 C -1.975 -22.637 -8.206  -0.003
18 C -1.563 -23.943 -8.425  -0.658
19 C -0.213 -24.196 -8.543  -0.839
20 C 0.644 -23.095 -8.502  -0.672
21 C 0.150 -21.808 -8.300  -0.069
22 N -1.146 -21.606 -8.133  0.245
23 C 1.168 -20.635 -8.278  -0.179
24 O 2.128 -20.833 -9.052  -0.735
25 N 0.915 -19.550 -7.535  0.997
26 C 1.891 -18.517 -7.596  0.108
27 C 1.644 -17.332 -8.337  0.347
28 C 2.497 -16.247 -8.213  -0.654
29 C 3.648 -16.272 -7.446  -1.480
30 C 3.946 -17.472 -6.825  -0.490
31 C 3.129 -18.607 -6.915  1.025
32 C 3.670 -19.947 -6.450  0.691
33 C 4.382 -20.012 -5.077  -1.434
34 C 4.681 -20.437 -7.511  -1.576
35 C 0.469 -17.175 -9.328  0.444
36 C 0.636 -18.083 -10.575  -1.465
37 C -0.867 -17.344 -8.647  -0.987
38 H -3.707 -18.071 -10.426  0.435
39 H -4.431 -17.765 -8.887  0.040
40 H -5.481 -17.973 -10.338  0.413
41 H -3.632 -20.169 -9.243  -0.559
42 H -6.057 -20.348 -11.112  0.279
43 H -5.003 -21.679 -10.558  0.434
44 H -4.355 -20.424 -11.638  0.401
45 H -7.122 -18.863 -9.217  0.276
46 H -8.873 -19.642 -7.543  0.313
47 H -8.192 -21.234 -5.827  0.395
48 H -6.788 -23.102 -5.343  0.484
49 H -3.836 -22.615 -5.227  0.086
50 H -4.489 -23.830 -6.221  0.355
51 H -4.666 -23.974 -4.496  0.490
52 H -5.250 -20.819 -4.096  0.084
53 H -5.729 -22.235 -3.165  0.552
54 H -6.994 -21.200 -3.909  0.476
55 H -2.314 -24.704 -8.494  0.534
56 H 0.184 -25.183 -8.687  0.393
57 H 1.692 -23.223 -8.713  0.504
58 H 2.284 -15.328 -8.762  0.263
59 H 4.283 -15.365 -7.408  0.307
60 H 4.896 -17.541 -6.323  0.255
61 H 2.840 -20.633 -6.483  0.242
62 H 5.107 -19.239 -5.069  0.311
63 H 4.893 -20.971 -4.902  0.416
64 H 3.685 -19.873 -4.216  0.184
65 H 5.531 -19.724 -7.506  0.328
66 H 4.139 -20.411 -8.460  0.361
67 H 5.077 -21.447 -7.304  0.420
68 H 0.547 -16.130 -9.699  0.418
69 H 0.600 -19.158 -10.326  0.126
70 H 1.595 -17.951 -11.055  0.373
71 H -0.135 -17.845 -11.308  0.470
72 H -0.950 -18.353 -8.228  -0.241
73 H -1.711 -17.159 -9.325  0.546
74 H -0.961 -16.657 -7.826  0.102
75 Se 0.507 -19.019 -4.379  0.327
76 N 0.200 -17.484 -5.208  0.045
77 C 0.118 -16.572 -4.258  0.347
78 C -0.083 -15.171 -4.475  -0.685
79 C -0.255 -14.357 -3.407  -0.500
80 C -0.147 -14.811 -2.037  -0.519
81 C 0.105 -16.110 -1.773  -0.605
82 C 0.284 -17.036 -2.864  0.634
83 N 0.588 -18.320 -2.742  -0.887
84 H -0.095 -14.776 -5.465  0.535
85 H -0.420 -13.317 -3.588  0.430
86 H -0.355 -14.131 -1.225  0.348
87 H 0.148 -16.525 -0.766  0.416
88 C -7.752 -16.039 -3.851  -0.635
89 C -7.253 -15.477 -5.026  -0.565
90 C -6.036 -15.917 -5.546  -0.593
91 C -5.305 -16.945 -4.972  0.635
92 C -5.851 -17.566 -3.839  0.219
93 C -7.004 -17.082 -3.276  -1.071
94 C -4.144 -17.530 -5.678  0.168
95 C -3.249 -18.467 -5.239  -0.185
96 C -3.087 -18.719 -3.803  2.253
97 C -3.013 -20.022 -3.306  0.014
98 C -3.229 -20.250 -1.941  -0.695
99 C -3.332 -19.200 -1.055  -0.663
100 C -3.238 -17.881 -1.520  -0.990
101 C -3.152 -17.666 -2.881  0.110
102 H -8.653 -15.684 -3.381  0.407
103 H -7.860 -14.762 -5.571  0.353
104 H -5.702 -15.600 -6.515  0.384
105 H -5.375 -18.444 -3.448  0.259
106 H -7.345 -17.548 -2.373  0.411
107 H -4.126 -17.293 -6.739  -0.550
108 H -2.946 -20.855 -4.004  0.202
109 H -3.361 -21.252 -1.607  0.437
110 H -3.513 -19.444 -0.006  0.330
111 H -3.305 -17.104 -0.802  0.528
112 H -3.150 -16.629 -3.261  0.404

Force components x, y, z for each atom (eV/Å):
Cu 0.2 0.0 0.1
C 0.3 -1.3 0.8
C -0.1 0.6 -0.4
C -0.4 0.8 -0.9
C 0.9 0.0 0.0
C -1.1 0.6 -0.2
C -0.6 0.1 -0.5
C 1.1 -0.4 0.3
C -0.2 0.6 0.2
C 0.0 0.1 0.5
C 0.5 0.1 -0.9
C 0.5 -0.2 -0.9
C -0.1 -0.6 0.3
N 0.3 -0.5 0.0
C 0.0 0.1 -0.3
O 0.3 -0.2 0.0
C -0.7 0.0 0.1
C -0.1 -0.1 0.1
C 0.3 1.3 0.0
C 0.1 -0.5 -0.4
C 0.5 0.3 0.6
N -0.4 0.6 0.4
C -0.7 0.5 0.1
O 0.3 0.0 -0.2
N 0.6 -0.9 -0.6
C -0.1 -0.3 -0.4
C -0.6 -0.1 -0.2
C 0.0 0.5 -0.3
C -0.1 0.2 0.0
C 0.2 -0.1 -0.1
C 0.2 0.5 0.1
C 0.6 -0.6 0.2
C -1.6 -0.3 0.3
C 0.1 0.5 0.0
C 0.9 0.0 -0.2
C -0.2 -0.4 0.7
C -0.5 -0.5 -0.2
H 0.3 0.2 -0.6
H -0.3 0.2 -0.1
H -0.2 0.3 -0.1
H -0.3 0.4 0.0
H 0.6 -0.2 0.2
H 0.0 -0.5 0.1
H -0.2 -0.1 0.4
H -0.1 -0.2 0.1
H 0.6 0.1 0.0
H -0.4 -0.2 0.1
H -0.4 -0.3 0.0
H 0.5 0.2 0.3
H -0.3 -0.1 -0.2
H -0.2 -0.2 0.6
H -0.4 0.0 0.1
H -0.2 0.0 0.1
H -0.2 0.3 0.3
H -0.2 -0.3 0.0
H 0.1 -0.4 -0.1
H 0.2 0.1 0.2
H -0.2 -0.2 0.0
H -0.3 -0.8 0.2
H 0.2 -0.2 0.3
H -0.3 -0.3 0.2
H 0.9 0.8 0.3
H -0.2 0.2 -0.3
H 0.4 0.1 -0.6
H -0.2 -0.4 -0.2
H 0.5 -0.1 0.0
H -0.3 0.3 0.0
H -0.1 -0.4 0.2
H -0.2 0.5 0.0
H 0.4 0.3 -0.1
H -0.2 -0.1 0.0
H -0.1 0.1 -0.1
H 0.2 -0.1 -0.1
H 0.0 0.4 0.5
Se 0.2 0.0 -0.3
N 0.0 0.1 0.6
C 0.1 -0.1 0.9
C -0.2 -0.3 0.6
C 0.4 -0.2 0.4
C -0.5 -0.2 -0.6
C 0.3 -0.8 0.0
C 0.1 0.1 -0.9
N -0.6 0.3 -0.1
H -0.1 0.1 -0.6
H -0.1 0.6 0.0
H 0.1 0.2 0.0
H 0.0 0.2 -0.2
C 1.2 -0.2 -0.2
C -0.2 -0.3 0.3
C -0.5 -0.1 -0.2
C 0.1 -0.6 0.1
C -0.1 0.5 -0.4
C -0.6 0.4 0.1
C 0.4 -0.5 0.3
C 0.1 0.5 -0.5
C -0.3 0.1 -0.1
C -0.4 0.1 0.5
C 0.3 0.3 -1.0
C -0.1 0.0 0.3
C 0.0 -1.4 -0.3
C 0.7 1.1 0.2
H -0.3 0.0 0.0
H 0.2 0.2 0.0
H 0.1 0.5 -0.3
H -0.1 -0.2 0.2
H -0.3 -0.2 0.3
H -0.1 0.0 0.0
H 0.1 0.2 0.1
H 0.1 -0.7 0.3
H 0.1 0.3 -0.2
H 0.0 0.9 0.3
H 0.0 -0.6 0.1

The highest occupied orbital energy comes out at -2.22 eV. The gap between HOMO and LUMO comes out at 6.2 eV. The calculation puts the energy above the lowest of the compared OMol25 structures with the same formula, charge and spin at 0.0 kcal per mole. As for the spin multiplicity: 1. The value obtained for the LUMO energy is 3.9821 eV. The value obtained for the electronic energy is -175263.7609 eV. The net charge is -2.